{"formula": "C5H6IN3O", "method": "wB97M-V/def2-TZVPD", "lumo_energy_ev": [0.42, -3.36], "de_lowest_kcal_mol": 0.00, "total_energy_ha": -731.1973, "multiplicity": 3, "species": ["C", "C", "C", "C", "C", "N", "N", "N", "O", "I", "H", "H", "H", "H", "H", "H"], "positions_angstrom": [[0.32614, 1.90150, 0.26617], [2.36558, 1.80157, -0.23975], [0.54409, 0.59061, 0.12650], [-1.55540, -0.60007, -0.13202], [-2.16747, -1.90786, -0.04436], [1.44056, 2.65600, 0.07619], [1.87236, 0.53819, -0.28839], [-0.17444, -0.56018, 0.27447], [-2.19291, 0.37901, -0.46654], [3.10388, -1.07437, -0.05083], [-0.50268, 2.48317, 0.48106], [3.41341, 2.05753, -0.56078], [-2.46007, -2.09623, 1.01570], [-1.26997, -2.55362, -0.34939], [-3.04967, -2.15693, -0.55861], [0.30660, -1.45832, 0.45058]], "forces_ev_per_angstrom": [[0.3, 5.5, 0.5], [1.0, -1.0, -1.1], [3.8, -4.1, -1.8], [-1.0, 2.2, 0.1], [2.6, -2.6, 1.6], [-1.7, 1.3, 0.6], [-3.6, 2.4, 0.1], [-1.3, 0.3, -0.4], [1.4, -0.1, 0.2], [3.6, -4.9, 0.7], [-1.9, 0.3, 0.5], [-1.3, -0.5, 0.5], [0.7, 0.0, -0.5], [-1.8, -0.2, 0.6], [-0.8, 0.4, -1.3], [0.0, 1.0, -0.3]]}